--- i ---
A cluster of 2 separate species, C14H14N2O3 in total. Source: the OMol25 dataset; level of theory: ωB97M-V with the def2-TZVPD basis set.

```
33
Properties=species:S:1:pos:R:3
O 2.245 -0.803 1.135
O 1.920 -2.970 1.664
O 3.563 -1.919 2.618
N -3.694 0.152 -2.436
N -3.895 3.022 -1.342
C -4.880 0.814 -2.230
C 4.333 -0.732 2.845
C -1.206 0.281 -2.186
C 2.553 -1.797 1.744
C -4.957 2.221 -1.692
C 0.760 -2.890 0.846
C -0.068 2.392 -1.258
C 3.576 0.268 3.698
C 0.062 0.962 -1.814
C -1.228 -2.415 -2.752
C -1.149 -1.190 -2.721
C -2.585 0.915 -2.049
C -2.704 2.304 -1.520
C -1.404 3.016 -1.139
H 5.236 -1.044 3.373
H 0.360 -3.897 0.731
H 0.889 2.902 -0.953
H -5.832 0.266 -2.479
H 2.675 0.621 3.194
H 1.044 0.429 -1.926
H -1.461 4.071 -0.731
H 4.201 1.134 3.924
H -1.275 -3.532 -2.675
H 4.651 -0.295 1.895
H 3.255 -0.194 4.635
H 0.003 -2.270 1.331
H -5.991 2.676 -1.588
H 1.000 -2.498 -0.143
```

Values from the calculation:
SMILES string = C#Cc1cccc2nccnc12.CCOC(=O)OC
HOMO-LUMO gap = 7.9 eV
E_HOMO = -8.61 eV

---

--- ii ---
An isolated molecule of C14H14N2O3. Source: the OMol25 dataset; level of theory: ωB97M-V with the def2-TZVPD basis set.

```
33
Properties=species:S:1:pos:R:3
O -3.663 1.031 -1.281
O 4.898 2.082 0.417
O 4.978 -0.757 0.401
N 2.681 1.994 0.080
N -2.418 -0.296 0.095
C 3.912 -2.059 -1.050
C -0.139 -0.275 0.820
C 3.915 1.415 0.171
C 0.386 1.998 -0.653
C 3.302 -0.787 -1.064
C -3.568 0.080 -0.540
C 1.128 0.270 0.836
C 4.920 -1.977 -0.135
C -0.885 1.459 -0.664
C -5.257 -0.515 1.213
C -1.159 0.306 0.067
C 3.987 -0.026 -0.149
C 1.410 1.404 0.079
C -4.742 -0.822 -0.194
H -4.491 -0.699 1.964
H -5.558 0.528 1.280
H 2.703 3.007 0.081
H -6.118 -1.138 1.440
H -1.669 1.923 -1.238
H 5.635 -2.700 0.208
H 0.590 2.892 -1.223
H -5.532 -0.632 -0.921
H 2.477 -0.475 -1.671
H -2.474 -1.117 0.683
H 3.639 -2.911 -1.638
H -4.443 -1.870 -0.267
H -0.344 -1.156 1.411
H 1.899 -0.178 1.442
```

Values from the calculation:
SMILES string = CCC(=O)Nc1ccc(NC(=O)c2ccco2)cc1
HOMO-LUMO gap = 8.7 eV
E_HOMO = -8.18 eV

---

Which of them is the least stable? Correct choice: i.

---

--- i ---
An isolated molecule of C2H2N4O2. Source: the OMol25 dataset; level of theory: ωB97M-V with the def2-TZVPD basis set.

```
10
Properties=species:S:1:pos:R:3
O -0.682 -1.186 0.272
O 1.738 -1.304 -0.175
N -2.597 -0.233 -0.328
N -2.038 -1.329 0.183
N -1.599 0.960 -0.159
N 0.628 0.731 0.423
C -0.547 0.177 0.277
C 1.803 -0.055 -0.168
H 2.566 0.580 -0.432
H 0.728 1.658 0.108
```

Values from the calculation:
SMILES string = O=CNc1nnno1
HOMO-LUMO gap = 10.0 eV
E_HOMO = -10.20 eV

---

--- ii ---
An isolated molecule of C2H2N4O2. Source: the OMol25 dataset; level of theory: ωB97M-V with the def2-TZVPD basis set.

```
10
Properties=species:S:1:pos:R:3
O -2.502 -0.550 0.080
O 0.124 -1.274 -0.235
N -1.464 0.303 -0.223
N 2.087 0.666 -0.052
N 2.338 -0.594 0.111
N 1.521 -1.499 -0.033
C 0.891 0.963 -0.051
C -0.264 -0.034 -0.291
H -3.214 0.074 0.700
H 0.483 1.945 -0.005
```

Values from the calculation:
SMILES string = O/N=c1/cnnno1
HOMO-LUMO gap = 8.7 eV
E_HOMO = -9.77 eV

---

Which of them is the least stable? Correct choice: ii.

---

--- i ---
An isolated molecule of C2H5N3S. Source: the OMol25 dataset; level of theory: ωB97M-V with the def2-TZVPD basis set.

```
11
Properties=species:S:1:pos:R:3
S 0.350 1.415 -2.129
N -1.778 1.056 0.284
N 1.288 -0.652 -0.573
N -0.570 -0.763 1.043
C 0.355 0.208 -0.967
C -0.795 0.094 0.111
H -0.999 -0.661 2.002
H 2.305 -0.705 -1.056
H 1.474 -1.040 0.500
H 0.370 -0.453 1.377
H -2.000 1.501 -0.592
```

Values from the calculation:
SMILES string = [H]/N=C(/N)C(N)=S
HOMO-LUMO gap = 8.3 eV
E_HOMO = -8.78 eV

---

--- ii ---
An isolated molecule of C2H5N3S. Source: the OMol25 dataset; level of theory: ωB97M-V with the def2-TZVPD basis set.

```
11
Properties=species:S:1:pos:R:3
S -2.567 -0.326 -0.062
N -0.174 0.778 -0.227
N 1.204 0.758 0.125
N 3.269 -0.659 -0.042
C 1.995 -0.344 -0.240
C -1.085 -0.029 0.439
H 3.726 -0.163 0.728
H -0.452 -0.506 1.174
H 1.514 1.493 0.728
H -0.454 1.389 -1.041
H 1.190 -0.908 -0.785
```

Values from the calculation:
SMILES string = [H]/N=C\NNC=S
HOMO-LUMO gap = 9.4 eV
E_HOMO = -9.10 eV

---

Which of them is the least stable? Correct choice: i.

---

--- i ---
An isolated molecule of C2H5N3S. Source: the OMol25 dataset; level of theory: ωB97M-V with the def2-TZVPD basis set.

```
11
Properties=species:S:1:pos:R:3
S -3.010 -0.116 -0.227
N 0.594 1.041 -0.183
N 1.201 -1.228 0.222
N -1.452 -0.356 -0.111
C 1.425 0.056 -0.123
C -0.812 0.963 0.060
H 2.470 0.298 -0.207
H -0.990 1.186 1.098
H -1.420 1.590 -0.475
H 0.234 -1.411 0.183
H 1.759 -2.023 -0.238
```

Values from the calculation:
SMILES string = N/C=N\CN=S
HOMO-LUMO gap (alpha / beta) = 7.3 / 7.3 eV
E_HOMO (alpha / beta) = -8.75 / -8.75 eV

---

--- ii ---
An isolated molecule of C2H5N3S. Source: the OMol25 dataset; level of theory: ωB97M-V with the def2-TZVPD basis set.

```
11
Properties=species:S:1:pos:R:3
S 1.145 2.123 -0.489
N 1.910 1.478 1.882
N 0.930 0.874 2.057
N 0.089 0.875 -0.166
C -0.278 0.635 1.221
C 0.223 -0.276 -1.081
H 1.170 -0.649 -0.910
H 0.088 0.160 -1.981
H -0.650 -0.893 -0.923
H -0.551 -0.360 1.341
H -0.939 1.372 1.444
```

Values from the calculation:
HOMO-LUMO gap (alpha / beta) = 8.0 / 7.4 eV
E_HOMO (alpha / beta) = -7.94 / -7.80 eV

---

Which of them is the least stable? Correct choice: ii.

---

--- i ---
An isolated molecule of C18H27N3O5. Source: the OMol25 dataset; level of theory: ωB97M-V with the def2-TZVPD basis set.

```
53
Properties=species:S:1:pos:R:3
O -3.770 2.215 0.785
O -4.484 -0.079 -0.878
O -2.604 -2.002 -1.242
O 1.770 -2.377 -0.223
O 1.179 1.470 1.643
N 1.075 -0.719 2.182
N 3.295 1.877 -1.619
N 3.285 -0.758 -0.566
C -1.640 -3.001 -1.487
C 0.577 0.411 1.623
C 2.693 -1.690 0.197
C 2.223 0.950 -1.935
C -1.046 -0.862 0.215
C -5.266 -1.213 -0.558
C 2.762 -0.477 -1.888
C 3.787 1.610 -0.276
C 2.468 -0.846 2.540
C -2.962 1.153 0.535
C -1.703 1.258 1.132
C -5.085 2.289 0.281
C 2.864 3.252 -1.753
C -2.273 -0.967 -0.418
C 3.166 -1.874 1.634
C -0.766 0.255 0.999
C 4.321 0.177 -0.198
C -3.262 0.025 -0.240
H 4.601 2.306 -0.062
H 3.572 -0.585 -2.617
H 2.905 0.149 2.426
H 2.994 1.753 0.475
H -0.285 -1.607 0.050
H 5.143 0.068 -0.917
H 2.526 3.420 -2.774
H -4.810 -2.137 -0.916
H -1.484 2.137 1.715
H 2.855 -2.879 1.929
H 1.974 -1.200 -2.105
H 2.048 3.505 -1.061
H -2.101 -3.680 -2.202
H 2.558 -1.152 3.588
H 4.248 -1.807 1.733
H -5.429 -1.285 0.524
H -0.725 -2.586 -1.917
H 1.859 1.166 -2.942
H -6.221 -1.058 -1.059
H -5.727 1.517 0.711
H 3.710 3.909 -1.552
H 1.378 1.047 -1.230
H 0.560 -1.578 2.063
H -1.388 -3.549 -0.574
H -5.107 2.213 -0.807
H -5.448 3.270 0.590
H 4.699 -0.021 0.802
```

Values from the calculation:
SMILES string = COc1cc(C(=O)NCCC(=O)N2CCN(C)CC2)cc(OC)c1OC
HOMO-LUMO gap = 9.1 eV
E_HOMO = -8.32 eV

---

--- ii ---
An isolated molecule of C18H27N3O5. Source: the OMol25 dataset; level of theory: ωB97M-V with the def2-TZVPD basis set.

```
53
Properties=species:S:1:pos:R:3
O 1.635 -1.106 0.815
O -0.370 0.032 -4.965
O -1.792 -2.101 -1.250
O -0.261 0.664 2.076
O -0.324 -1.533 2.491
N 0.952 0.181 -3.118
N 2.439 0.006 -1.331
N -1.051 -1.044 -3.106
C 0.375 1.315 4.739
C 1.569 2.576 -3.578
C -0.627 -1.733 1.121
C -0.920 -1.426 -1.764
C 0.091 2.920 -3.752
C 1.248 -0.256 -1.861
C 1.822 1.083 -3.865
C 2.051 3.029 -2.201
C 0.334 -0.145 4.284
C 0.301 -0.997 -1.131
C -1.883 1.051 5.809
C -0.119 -0.256 2.841
C -1.948 -0.390 5.312
C 0.547 -1.271 0.269
C -0.183 -0.260 -3.805
C -2.222 -1.495 -3.840
C -1.031 1.895 4.867
C -0.546 -0.983 5.217
H -1.533 -1.186 0.847
H -0.049 3.997 -3.709
H -0.503 2.469 -2.960
H 1.505 2.529 -1.404
H 1.350 -0.558 4.294
H -1.494 1.922 3.880
H -0.592 -2.009 4.853
H -2.791 -0.635 -4.192
H -0.970 2.921 5.237
H 2.532 -0.301 -0.353
H 0.947 1.901 4.017
H 2.144 3.121 -4.335
H -2.821 -2.096 -3.159
H -2.890 1.469 5.875
H 3.055 0.693 -1.725
H -2.420 -0.413 4.327
H -0.090 -0.992 6.210
H 1.594 0.898 -4.918
H -1.911 -2.087 -4.700
H -0.800 -2.801 0.987
H 2.868 0.819 -3.694
H -0.278 2.559 -4.708
H 1.883 4.098 -2.094
H -1.447 1.068 6.811
H 3.119 2.853 -2.075
H 0.882 1.368 5.705
H -2.557 -0.993 5.990
```

Values from the calculation:
SMILES string = CC(C)Cn1c(N)c(C(=O)COC(=O)C2CCCCC2)c(=O)n(C)c1=O
HOMO-LUMO gap = 9.6 eV
E_HOMO = -8.99 eV

---

Which of them is the least stable? Correct choice: i.

---

--- i ---
An isolated molecule of C6H11N3. Source: the OMol25 dataset; level of theory: ωB97M-V with the def2-TZVPD basis set.

```
20
Properties=species:S:1:pos:R:3
N -4.054 0.350 -0.001
N -1.692 -0.051 -0.305
N 0.364 -0.528 -1.163
C 1.241 0.684 -0.899
C 1.517 -0.812 -0.548
C -3.057 -0.471 0.071
C 0.934 1.800 0.190
C 1.621 -1.097 1.022
C -0.780 -0.891 -0.800
H 2.392 -1.127 -1.069
H 2.085 2.035 0.559
H 2.733 -0.907 1.201
H 0.515 2.845 -0.215
H 1.583 1.161 -1.794
H -3.448 -1.512 0.146
H 1.131 -0.093 1.743
H 0.369 1.360 1.071
H 1.210 -2.112 1.265
H -1.051 -1.967 -0.590
H -3.613 1.330 0.114
```

Values from the calculation:
SMILES string = [H]/N=C\N=C\N1[C@H](C)[C@@H]1C
HOMO-LUMO gap = 9.4 eV
E_HOMO = -8.61 eV

---

--- ii ---
An isolated molecule of C6H11N3. Source: the OMol25 dataset; level of theory: ωB97M-V with the def2-TZVPD basis set.

```
20
Properties=species:S:1:pos:R:3
N 0.616 1.776 -0.261
N -1.367 0.394 -0.455
N -0.631 -0.702 -0.980
C -2.249 0.059 0.595
C 1.427 0.650 -0.590
C -0.664 1.553 -0.292
C 2.542 0.164 0.310
C 0.336 -1.427 -0.156
C 1.163 -0.383 0.493
H 2.949 0.845 1.063
H -1.227 -1.268 -1.533
H 3.211 -0.447 -0.254
H -1.349 2.453 -0.140
H 0.993 -2.122 -0.719
H -2.917 -0.720 0.275
H -0.267 -1.902 0.654
H 1.399 0.379 -1.672
H -2.808 0.974 0.916
H 0.537 0.082 1.265
H -1.694 -0.358 1.481
```

Values from the calculation:
SMILES string = CN1C=N[C@H]2C[C@@H]2CN1
HOMO-LUMO gap = 8.9 eV
E_HOMO = -7.88 eV

---

--- iii ---
A cluster of 2 separate species, C6H11N3 in total. Source: the OMol25 dataset; level of theory: ωB97M-V with the def2-TZVPD basis set.

```
20
Properties=species:S:1:pos:R:3
N -0.615 -0.025 2.595
N 0.343 0.036 -1.519
N 1.106 -0.465 -0.668
C 0.902 1.111 -2.324
C 1.882 -1.943 1.186
C -1.510 0.442 0.253
C 1.190 -0.859 0.468
C -2.518 0.786 -0.741
C -0.884 0.162 1.264
H -1.123 0.604 3.203
H -2.487 1.838 -1.035
H 2.880 -1.641 1.514
H -3.526 0.592 -0.355
H 1.327 -2.192 2.094
H 1.979 -2.855 0.593
H 1.870 0.869 -2.774
H -2.432 0.233 -1.675
H 0.369 -0.044 2.819
H 1.029 2.038 -1.749
H 0.217 1.313 -3.148
```

Values from the calculation:
HOMO-LUMO gap = 8.4 eV
E_HOMO = -7.77 eV

---

Which of them is the least stable? Correct choice: iii.

---

--- i ---
An isolated molecule of C2H5BrClN. Source: the OMol25 dataset; level of theory: ωB97M-V with the def2-TZVPD basis set.

```
10
Properties=species:S:1:pos:R:3
Br 0.385 -1.620 -1.599
Cl -1.147 1.427 1.476
N 1.180 0.281 0.395
C -0.783 -0.656 -0.449
C -0.088 0.608 -0.024
H 0.017 1.369 -0.749
H 1.161 -0.497 0.960
H -0.899 -1.234 0.412
H 1.926 0.919 0.549
H -1.750 -0.597 -0.971
```

Values from the calculation:
SMILES string = N[C@H](Cl)CBr
HOMO-LUMO gap = 10.4 eV
E_HOMO = -9.66 eV

---

--- ii ---
A cluster of 2 separate species, C2H5BrClN in total. Source: the OMol25 dataset; level of theory: ωB97M-V with the def2-TZVPD basis set.

```
10
Properties=species:S:1:pos:R:3
Br 1.223 -2.180 1.635
Cl 2.122 0.559 2.610
N -0.140 0.339 0.359
C 0.758 1.007 -0.442
C 0.864 -0.519 2.184
H 0.153 -0.349 3.003
H -0.752 0.762 1.033
H 0.391 0.918 -1.445
H 1.695 0.492 -0.299
H 0.982 2.142 -0.181
```

Values from the calculation:
HOMO-LUMO gap (alpha / beta) = 8.6 / 8.9 eV
E_HOMO (alpha / beta) = -8.58 / -9.02 eV

---

--- iii ---
A cluster of 2 separate species, C2H5BrClN in total. Source: the OMol25 dataset; level of theory: ωB97M-V with the def2-TZVPD basis set.

```
10
Properties=species:S:1:pos:R:3
Br -3.663 0.783 0.277
Cl 3.548 1.081 0.394
N 1.856 0.257 -0.298
C 1.656 -0.930 -0.323
C -1.950 -0.031 0.087
H 2.391 -1.605 0.158
H 1.125 1.017 -0.509
H -1.373 0.344 -0.790
H -2.220 -1.090 0.118
H -1.369 0.176 0.887
```

Values from the calculation:
HOMO-LUMO gap (alpha / beta) = 8.7 / 8.7 eV
E_HOMO (alpha / beta) = -9.49 / -9.49 eV

---

--- iv ---
A cluster of 2 separate species, C2H5BrClN in total. Source: the OMol25 dataset; level of theory: ωB97M-V with the def2-TZVPD basis set.

```
10
Properties=species:S:1:pos:R:3
Br -0.328 1.896 2.617
Cl -1.193 3.016 -0.833
N 0.042 0.698 -0.588
C -1.063 1.400 -0.318
C 0.433 -0.503 0.001
H -1.990 1.055 -0.126
H -0.553 -1.216 0.042
H 0.732 -0.230 1.012
H 0.798 1.302 -0.974
H 1.170 -1.261 -0.460
```

Values from the calculation:
HOMO-LUMO gap = 6.9 eV
E_HOMO = -8.11 eV

---

Which of them is the least stable? Correct choice: ii.

---

--- i ---
A cluster of 2 separate species, C6H16O in total. Source: the OMol25 dataset; level of theory: ωB97M-V with the def2-TZVPD basis set.

```
23
Properties=species:S:1:pos:R:3
O -1.252 -1.971 -2.242
C 1.535 -0.438 1.897
C -1.109 0.779 -0.689
C 1.928 -0.395 -0.600
C -1.988 1.838 0.065
C 1.033 0.145 0.543
C -0.470 -0.174 0.364
H 1.436 -0.648 -1.542
H 1.132 1.221 0.679
H 2.683 0.389 -0.669
H -0.559 -1.225 0.089
H 2.437 0.075 2.240
H -0.938 -0.009 1.330
H 2.349 -1.366 -0.338
H -1.838 2.876 -0.225
H -1.732 0.298 -1.436
H -0.492 -2.500 -2.043
H -0.349 1.216 -1.343
H 1.771 -1.487 1.705
H -3.004 1.629 -0.273
H 0.830 -0.351 2.729
H -1.586 -1.664 -1.376
H -1.816 1.762 1.134
```

Values from the calculation:
SMILES string = CCCC(C)C.O
HOMO-LUMO gap = 11.7 eV
E_HOMO = -10.81 eV

---

--- ii ---
A cluster of 2 separate species, C6H16O in total. Source: the OMol25 dataset; level of theory: ωB97M-V with the def2-TZVPD basis set.

```
23
Properties=species:S:1:pos:R:3
O -1.924 -2.084 -1.983
C 1.762 0.786 1.973
C -1.207 -1.434 0.195
C -0.074 1.938 0.590
C -1.255 -1.019 -1.238
C 0.149 -0.972 -1.911
C 1.412 1.671 0.757
H -0.727 -2.411 0.340
H -0.880 -0.775 0.990
H 1.836 1.262 -0.153
H -0.629 2.596 1.263
H -0.615 0.991 0.693
H -2.552 -2.477 -1.341
H 0.398 0.069 -2.105
H -2.255 -1.618 0.513
H 1.321 -0.194 1.763
H 1.931 2.647 0.856
H 1.385 1.112 2.937
H 0.878 -1.596 -1.379
H -1.795 -0.111 -1.542
H 2.851 0.719 2.018
H -0.154 2.438 -0.379
H 0.145 -1.538 -2.856
```

Values from the calculation:
SMILES string = CC(C)O.CCC
HOMO-LUMO gap = 11.2 eV
E_HOMO = -10.19 eV

---

Which of them is the least stable? Correct choice: ii.